DFT (ωB97M-V/def2-TZVPD) results for a 15-piece molecular cluster, C76H168BCl3F4N9O4 overall at a distorted geometry.

Total energy in eV: -152235.45472
Net charge: +3
Highest occupied orbital energy in eV: -12.89
Orbital gap in Eh: 0.3322

```
265
Properties=species:S:1:pos:R:3:forces:R:3
Cl 2.5602 -2.8170 1.2036 -0.156 -0.150 -0.189
Cl 0.3998 2.0822 4.9545 -0.094 -0.028 -0.109
Cl 4.9731 2.1976 1.3336 0.635 0.110 0.530
F -3.9093 4.9346 -0.8060 0.916 -0.296 -0.397
F -1.7518 4.9586 0.0637 -0.059 -0.267 -0.446
F -2.3875 3.2769 -1.4233 0.161 1.391 -0.215
F -2.1027 5.6035 -2.1370 -0.259 -1.342 0.548
O -3.2158 -0.9251 1.3749 0.269 -0.433 -0.186
O 0.4899 -2.8623 -6.8219 -0.280 0.333 0.406
O -0.4002 -3.6476 -4.9197 0.530 0.010 0.108
O -4.1044 0.0140 3.1579 -0.459 0.389 2.652
N -3.9082 3.5142 5.6378 1.561 1.675 -0.809
N 3.5813 5.4485 2.7625 1.411 -0.587 -0.431
N 0.2512 -5.3379 -2.1866 -0.390 -1.327 0.665
N -3.2251 -3.8872 3.5457 -1.324 0.792 0.031
N 0.1822 0.8672 0.3814 -0.022 -0.548 1.149
N 0.6503 -3.0452 -10.5328 0.397 -0.590 -0.859
N 6.6240 -1.3754 0.0039 -1.638 0.684 -0.434
N -6.7366 3.9937 -2.8217 0.731 -0.859 -1.721
N 3.5716 -0.3104 4.7253 0.782 0.018 0.613
C 6.6587 -3.0016 1.9180 -1.720 1.611 -2.176
C 5.0269 -0.7186 4.5701 -0.646 1.181 1.733
C -5.0311 2.3412 7.3950 0.912 -1.137 0.165
C -1.0754 -4.6543 -2.1833 -0.726 -1.216 0.099
C -7.0399 4.5287 -1.5017 -0.731 0.702 0.178
C 5.6064 -0.3527 5.9713 0.445 -1.926 -1.097
C -0.4242 0.0887 1.5420 -0.858 1.756 -1.320
C 7.5810 -3.4595 3.0096 0.700 -1.311 -0.105
C -0.8051 -4.1582 -13.9991 -0.228 0.507 2.205
C -5.2802 2.5174 -4.0861 0.359 0.243 1.627
C -5.1199 3.9406 -4.6407 -0.590 0.375 -0.102
C 1.4524 -3.9686 -9.6817 0.853 -0.960 0.319
C -3.2369 2.1316 5.7162 0.110 -0.539 0.552
C -0.6851 -3.2160 -12.7301 1.286 0.326 -1.952
C 0.5145 -6.6512 1.4171 -1.036 0.144 0.387
C -5.6439 4.8360 -3.4976 -1.386 -1.294 -1.267
C 2.1085 -6.2343 -3.4247 0.382 -0.190 -2.176
C -0.4922 -2.6163 -9.7041 -0.012 -0.423 2.332
C -0.6625 0.4897 -0.8303 3.563 0.786 0.141
C -3.8130 0.0117 1.9776 -0.119 -0.607 -2.245
C 0.6017 -0.7728 -2.6050 1.457 0.440 -0.055
C 5.0693 5.0881 3.1435 -0.396 -0.089 0.662
C 6.1254 6.1712 2.9315 -1.864 0.971 -1.431
C -4.2399 1.1526 1.0872 -0.629 1.823 -0.905
C 2.2835 2.0472 -0.3166 0.162 -0.449 -0.231
C -3.1607 -4.2318 2.0669 -0.993 0.690 -0.189
C 0.5815 -6.0624 -3.5335 1.650 1.138 2.138
C -1.4304 -1.7944 -5.8686 -0.196 1.981 1.416
C 1.5998 -1.8667 -10.8396 -2.217 0.064 0.153
C 3.0024 6.6565 3.3940 -0.284 -0.722 -0.494
C 5.9455 -1.7020 -2.2890 2.193 -1.220 -0.014
C -8.0426 3.8450 -3.5902 0.369 1.030 1.029
C 2.5795 -4.9938 -2.6715 -0.183 1.476 -0.932
C 4.7707 0.7959 6.4678 -0.070 0.888 0.100
C -4.6853 -4.4427 1.5592 1.558 -1.132 0.246
C 6.7786 -0.4076 -2.2065 0.895 -0.858 -0.579
C 0.1029 2.3197 0.6566 1.162 0.417 1.865
C -8.4582 5.0852 -4.3787 1.164 0.626 -0.328
C 2.6594 4.3468 3.1691 -0.229 -0.435 1.164
C -2.3937 -2.1380 5.2113 -0.022 0.385 0.754
C -0.3284 -2.8240 -5.8689 -0.133 -0.770 0.074
C -9.8774 4.9116 -4.8412 -0.538 0.232 -0.136
C -3.9051 4.0122 4.1252 -1.841 0.163 1.262
C 1.2241 4.9447 3.0832 1.762 -0.465 -2.591
C 7.2914 -0.3021 -0.7569 2.027 0.043 -1.053
C 0.1802 -3.8762 -11.6947 -0.457 -1.742 -0.039
C 2.8124 -1.2305 5.7051 -2.534 2.338 -1.038
C -3.0027 -5.1058 4.4628 0.288 0.770 -0.037
C 0.4069 -6.3235 -1.0262 -0.082 0.695 -0.227
C 3.5198 5.5476 1.2973 -0.603 -1.487 -0.804
C -2.2303 -2.7495 3.8322 0.619 -0.126 -0.036
C 2.4926 -3.0915 -8.9887 0.269 -2.166 1.717
C 2.7299 -2.6462 5.2972 0.086 -1.642 0.925
C 3.6927 1.0521 5.4547 -1.385 -1.701 -0.982
C 1.0617 2.9785 -0.3457 -1.481 0.265 -0.643
C -5.0887 5.7792 2.5901 0.891 -0.530 1.069
C -4.5989 5.4163 3.9992 1.185 -0.691 -0.862
C -3.8472 1.3384 6.9557 -1.408 3.336 -1.825
C -0.1498 -5.8163 0.3000 -0.203 -0.262 0.297
C 5.2997 -0.8005 0.4259 1.185 -0.564 2.232
C 2.0017 -3.4998 6.3954 -1.784 0.486 -1.635
C 2.9105 -0.1288 3.4180 -1.084 -0.434 -0.404
C -1.3168 -1.0086 5.3951 0.370 -2.258 -0.794
C -6.0574 2.6570 -2.7538 0.673 1.077 -1.033
C -0.2852 -0.8514 -1.3528 -0.912 -0.282 -1.988
C 7.3826 -1.8630 1.1467 0.755 -0.894 1.068
C 1.4664 6.4590 3.2659 -0.270 -0.203 0.458
C -5.2766 3.3020 6.2078 0.479 -1.198 0.530
C 1.7084 0.7337 0.3353 -0.123 0.201 -2.494
C 2.3791 -1.7528 -9.5599 0.488 1.750 -0.724
C 1.3138 -4.3474 -2.0758 0.876 1.166 -1.216
C 7.2391 6.0800 3.8974 0.318 1.518 0.664
C -5.5318 -4.1014 2.7540 0.281 -0.288 1.410
C -3.0733 4.5824 6.3575 0.106 -1.805 -0.819
C 6.3651 -2.4181 -0.9966 -2.567 -0.844 -0.294
C -4.6334 -3.2459 3.6575 -0.308 -1.282 0.092
B -2.4788 4.6990 -1.1192 -0.908 0.177 0.592
H 3.3496 -1.3135 -9.7157 0.387 0.221 -0.377
H -3.5845 2.0478 1.1287 0.227 -0.652 -0.029
H -4.2229 5.6785 1.9366 -0.350 0.394 -0.514
H 3.3324 -1.1972 6.6444 0.156 0.243 0.398
H 2.0833 0.5010 1.2848 0.042 0.342 1.659
H 1.1896 4.0334 -0.0818 0.360 -0.274 0.116
H -4.8502 -5.5158 1.2680 0.209 1.134 -0.017
H -4.2468 0.4185 6.6174 -0.352 -0.906 -0.397
H 3.3849 7.5103 2.8652 0.133 0.539 0.148
H 6.6336 -0.0480 5.9355 0.627 -0.031 -0.367
H 0.9828 -3.5416 -2.7715 0.339 -0.265 0.986
H 2.0091 -4.6707 -10.3097 -0.412 0.138 -0.259
H -6.7743 1.8961 -2.5766 -0.631 -0.698 0.309
H 3.0867 -4.2410 -3.3487 -0.667 -0.913 0.599
H 7.6520 -1.0415 1.8241 -0.309 0.063 -0.325
H 7.9363 6.8349 3.4963 0.182 -0.290 0.930
H 0.5660 2.3416 1.6945 -0.436 0.502 -0.998
H 5.6216 7.1979 3.0395 0.843 -1.298 -0.347
H 5.4289 -0.1329 3.7864 0.328 1.075 -0.766
H 2.7166 1.8450 -1.3292 -0.662 0.065 0.640
H 0.8770 -3.2422 6.4673 1.810 0.134 0.259
H -3.5322 1.6279 4.7943 0.108 -0.070 -0.029
H -5.7353 2.6920 5.4032 -0.542 0.792 0.492
H -5.8575 1.8860 -4.7068 -0.158 -0.734 -1.022
H 3.5507 0.5560 2.8141 -0.567 -0.334 0.429
H 5.3398 1.7289 6.4508 0.178 -0.278 0.789
H -2.7023 -3.3257 1.6472 -0.353 -0.410 -0.397
H 2.4658 5.6679 0.9847 0.662 0.414 0.141
H -4.9886 -3.7673 0.7655 0.691 -0.079 -0.367
H -3.9213 6.2105 4.2471 0.564 0.211 0.564
H -5.3531 2.7608 -1.9667 0.541 -0.191 1.015
H 5.1535 4.9680 4.2466 -0.996 -0.454 -0.527
H 4.5867 -1.5308 0.7446 -0.129 -0.861 0.359
H -1.1572 -0.5723 4.4278 0.361 0.271 -0.591
H 0.1782 -4.3636 -14.3600 0.626 -0.361 -0.275
H 1.0447 6.8463 4.1844 -0.293 -0.108 0.251
H -0.1301 -4.7273 0.4678 0.824 -0.344 -0.154
H 2.7776 -1.1094 2.8847 0.299 0.783 0.505
H 7.7284 5.1379 3.9204 0.395 -0.943 -0.089
H -1.3880 -3.7798 -14.7948 -0.526 0.972 -0.710
H 3.8212 4.5421 0.9391 0.130 0.696 -0.111
H 0.9237 -1.0236 -11.1355 0.915 -0.541 0.339
H -5.7908 4.2292 6.5429 0.348 -0.635 -0.782
H -10.5692 4.8983 -3.9932 -0.041 0.329 -0.204
H 6.1560 0.3932 -2.5124 -0.250 1.086 -0.179
H -1.6293 -2.8539 -12.3707 -0.500 -0.047 0.269
H -7.4833 3.7196 -0.9090 -0.152 0.329 -0.081
H 3.7809 -2.8791 5.4176 0.346 -1.136 -0.629
H 0.3034 -6.2834 2.4207 -0.086 0.388 -0.039
H 6.2291 -2.3792 -3.1410 -0.337 0.860 0.655
H -0.0872 -2.3758 -8.6622 -0.562 -0.572 -1.110
H -3.3498 -4.8386 5.4843 0.495 -0.133 -0.716
H 1.4970 -4.0683 -1.0334 -0.419 0.441 -0.218
H -2.8652 4.0262 3.8355 0.184 -0.185 -0.232
H 4.3798 0.5466 7.4285 -0.221 0.391 0.833
H -1.1694 -4.1430 -3.1051 0.073 0.539 -1.104
H -3.5173 5.5378 6.3396 -0.679 0.919 -0.346
H 6.4378 -3.7552 1.0802 0.270 0.466 1.835
H -3.1560 1.1640 7.7279 0.870 -0.037 0.973
H -2.0602 -1.9495 -6.7133 -0.664 -0.230 -0.702
H 0.2980 -5.3474 -4.2671 -0.309 0.365 -0.926
H 1.9136 -1.1037 -8.8656 -0.816 0.730 0.616
H -0.9327 -1.7136 -10.0435 -0.560 0.602 -0.867
H -2.9273 4.3020 7.3525 -0.036 -0.623 1.707
H 1.9303 -4.5288 6.0246 0.547 0.035 0.369
H 0.2598 0.0398 -3.2663 0.074 -0.331 0.129
H -5.9306 1.7623 7.6500 0.210 0.419 -0.092
H -5.7747 -4.9989 3.3076 -0.231 -0.349 0.123
H 1.6922 -0.5429 -2.3547 -1.331 -0.145 -0.140
H -4.9283 -3.1449 4.6999 -0.009 -0.460 0.012
H -1.2122 -6.0177 0.2648 -0.439 -0.225 0.246
H 8.3229 -2.2563 0.7436 -0.025 0.082 0.027
H -6.4777 -3.6538 2.4682 0.051 0.376 0.182
H 8.4159 -0.5213 -0.8072 -1.569 0.461 0.598
H -4.8947 4.7940 -2.7728 1.222 1.036 1.311
H -4.3067 2.0743 -3.8180 -0.446 -0.016 -0.467
H -0.4024 -4.6738 -11.1870 0.277 0.265 -0.321
H 4.0503 1.7552 4.6969 -0.450 0.003 0.038
H 2.5261 -3.4237 7.3348 -0.194 -0.150 0.409
H 5.1291 -1.7084 4.2335 -0.091 -1.509 0.013
H 5.5138 -3.0350 -0.6235 0.878 0.149 -0.225
H 2.6271 1.1924 5.7587 1.052 0.844 0.031
H -1.6471 0.5507 -0.5251 -1.965 0.310 0.646
H -0.3453 -1.3933 5.7808 -0.714 0.160 -0.330
H 0.0953 -7.6630 1.4414 0.306 -0.013 -0.332
H -0.1297 -0.9098 1.5063 0.723 -1.685 -0.137
H 1.9963 -0.1539 -0.1958 -0.197 -0.461 -0.604
H 5.6193 -1.3017 6.5626 -0.326 1.006 0.048
H 2.3165 -3.0745 -7.9121 -0.087 0.023 -0.141
H -5.8306 5.0568 2.3499 -0.772 -0.486 -0.757
H 7.6802 -0.4655 -2.8656 -0.949 0.178 0.342
H 0.5803 4.4486 3.7429 -0.713 -0.492 1.347
H 7.2476 -2.9886 -1.1124 0.948 -0.690 -0.208
H 0.1273 -6.9978 -3.5694 -1.332 -1.344 -0.113
H 7.1119 -4.2756 3.6275 0.718 1.011 -0.374
H 2.8741 4.1772 4.2339 0.016 -0.214 -0.229
H -1.2401 -3.1586 3.6507 0.304 -0.419 0.359
H -0.1044 -2.3499 -13.0783 -0.348 0.173 0.000
H 5.6312 -2.5400 2.1945 1.613 -1.221 0.098
H -0.1153 -7.2510 -1.3061 0.411 0.231 0.035
H -4.3500 0.8762 0.0277 0.426 -0.147 0.351
H 2.1954 -2.1559 -11.6696 0.538 -0.330 -0.785
H -3.5256 -6.0380 4.1710 0.072 0.884 -0.367
H -2.3206 -2.9161 6.0230 -0.138 0.828 -0.675
H 2.3645 -2.9638 4.3099 0.179 0.780 0.115
H 0.9238 6.9693 2.4676 0.736 0.382 -0.081
H 6.8789 6.3250 4.9039 0.445 0.083 -0.050
H 3.4004 6.5541 4.3992 -0.480 0.724 0.395
H 0.7642 -4.5766 -9.0633 0.464 0.651 -0.051
H 2.9491 3.4442 2.5960 -0.506 0.445 0.262
H -3.4056 -1.6654 5.2182 0.780 -0.311 0.259
H -7.8092 5.3203 -1.7612 1.137 -0.481 1.272
H -7.8067 5.2355 -5.2980 -0.517 -0.537 1.085
H -2.4830 -5.0699 1.9803 -0.079 -0.298 -0.287
H 5.2642 4.1228 2.6081 -0.107 0.835 0.542
H 4.1844 6.3104 0.9308 0.065 0.342 -0.128
H -0.1503 0.5593 2.4497 0.401 0.453 1.018
H 1.0228 -4.4434 -12.1886 -0.483 1.112 0.634
H -1.2406 -3.9122 -1.3965 0.495 -0.520 0.238
H 2.3998 -7.2317 -3.0143 -0.165 0.964 -0.113
H -1.3254 -5.0527 -13.7124 0.066 -0.763 0.184
H 1.7819 -0.7166 5.8430 1.625 -0.699 -0.293
H -8.6928 3.5287 -2.7478 -0.350 0.360 -0.972
H 3.2514 -5.1335 -1.8737 1.046 -0.730 0.869
H -5.7511 4.0715 -5.5334 0.512 -0.020 0.102
H 4.8986 -1.5379 -2.3229 -0.942 0.245 0.005
H -2.2881 -1.9440 3.0646 -0.909 -0.692 0.295
H 7.0459 0.6351 -0.2812 0.344 0.343 0.173
H -1.5983 -0.1915 5.9811 -0.680 0.976 1.255
H -0.9037 2.6837 0.7878 -0.388 0.107 -0.598
H 1.5884 -6.6878 1.3415 0.382 -0.017 -0.216
H -4.6763 2.8422 8.3036 -0.371 0.215 -0.263
H -2.1302 2.2333 5.7342 -0.672 0.157 -0.079
H 0.5374 3.0445 -1.3409 0.664 -0.215 0.785
H -4.0586 4.1492 -4.8542 -0.631 0.180 -0.050
H -6.0943 5.7976 -3.7407 0.610 0.012 0.067
H 0.8253 4.6577 2.0652 0.221 0.832 0.911
H 3.1733 2.4142 0.2542 -1.265 -0.268 -0.298
H -0.4071 1.2624 -1.5284 -0.401 0.323 -0.666
H 1.8914 0.2971 3.6375 1.001 -0.106 -0.322
H -1.0404 -0.7504 -5.9843 -0.084 -0.817 0.029
H -5.2028 1.6249 1.3310 -0.017 -0.509 0.470
H -4.5569 -2.2602 3.2879 0.450 1.213 -0.620
H -5.5320 6.7762 2.6423 0.246 -0.123 -0.384
H -2.0623 -1.7894 -4.9208 0.864 -0.282 -1.231
H -1.9053 -5.2811 4.4104 -0.778 0.010 0.336
H 8.4835 -3.8653 2.4863 -0.664 -0.172 0.549
H 4.8357 -0.3023 -0.3389 -0.666 1.385 -2.180
H -1.2735 -1.2594 -1.6640 0.767 -0.468 0.317
H -5.4213 5.4702 4.6524 -1.057 -0.020 1.039
H -10.0062 3.9496 -5.3286 0.062 -0.164 -0.220
H -10.1265 5.6863 -5.5791 -0.219 -0.203 0.430
H 3.4871 -3.5208 -9.1173 -0.070 -0.056 -0.241
H 0.2034 -1.4380 -0.6068 0.002 -0.778 0.601
H -1.2295 -3.4624 -9.6132 0.767 0.972 -0.164
H -1.8385 -5.4458 -2.1768 0.080 0.315 0.270
H -4.4972 3.2363 3.6081 0.495 0.305 -0.045
H 2.5053 -6.1735 -4.5000 -0.451 -0.392 1.535
H -1.5086 0.1343 1.3786 0.478 -0.116 0.377
H 0.6468 -1.6949 -3.1991 -0.334 0.265 0.204
H 6.6203 6.0912 1.9646 -0.626 0.191 -0.466
H 1.4844 -6.4744 -0.8857 -0.312 -0.232 -0.399
H -8.2882 6.0233 -3.8134 -0.451 -0.449 -0.036
H 5.5151 -0.0688 1.2027 -0.133 -0.116 -0.056
H -7.9889 3.0593 -4.2973 0.397 -1.071 -0.495
H 8.0331 -2.6351 3.5864 -0.750 -0.247 0.197
H -2.0804 4.5685 5.9246 0.030 0.134 -0.392
H -6.0883 4.8265 -1.0271 -0.650 0.358 -0.146
```
Forces are in eV/Å.

Mulliken atomic charge list, values in e, 5 entries:
1 Cl -0.78
2 Cl -0.66
3 Cl -0.75
4 F -0.44
5 F -0.21



DFT (ωB97M-V/def2-TZVPD) results for one molecule with the formula C12H16O at a distorted geometry.

Total energy in eV: -14748.70890
ΔE to the lowest compared entry with this formula, charge and spin in eV: 2.438
Net charge: 0
Highest occupied orbital energy in eV: -9.16
Orbital gap in Eh: 0.3698

```
29
Properties=species:S:1:pos:R:3:forces:R:3
O 1.0296 -0.7102 -1.1320 0.450 1.027 1.109
C 1.0896 -1.6519 1.2446 2.016 2.278 0.294
C -0.9004 1.9426 0.5381 -2.328 -2.015 0.408
C -0.1875 0.1152 -0.9596 1.809 -0.811 1.054
C 1.3364 3.4651 0.2404 -0.205 0.160 -0.177
C 0.0124 1.4944 -0.3594 1.343 -0.019 -0.505
C 0.6622 -3.0675 -0.8879 1.615 0.625 2.517
C -0.8099 -1.0749 -0.1958 -4.223 1.253 0.785
C 0.3310 3.8072 1.1762 0.434 0.196 -0.907
C -2.0190 -1.6445 -1.0285 0.403 -2.238 1.448
C -0.8467 3.0850 1.2693 1.934 0.170 -0.720
C 1.1330 2.3326 -0.5595 0.463 -0.536 1.047
C 0.5371 -1.6942 -0.1826 2.011 -1.156 -1.387
H 0.4870 4.6249 1.8185 0.184 1.081 0.648
H 2.3022 4.0613 0.0920 -1.641 -0.897 0.545
H -1.2561 -0.9223 0.8294 0.787 0.261 -0.880
H 2.1483 -1.8959 1.4662 -0.203 -0.133 -1.096
H -0.0554 -3.0568 -1.6541 -0.741 -0.874 -0.892
H -1.7105 1.2541 0.8223 0.073 0.307 -0.497
H 2.0209 1.9705 -1.0445 -0.089 -0.169 -0.868
H -2.3794 -2.6500 -0.5794 0.321 1.707 -0.389
H 0.5839 -3.7332 -0.0470 -1.342 -1.100 0.023
H -1.6722 3.2407 1.8930 -0.658 0.817 1.166
H 1.0458 -0.6177 1.7493 -0.624 -1.415 -0.908
H -2.8842 -0.9938 -1.2035 0.434 0.164 0.521
H 0.5834 -2.3792 1.8028 -1.249 -0.799 1.030
H -0.5650 0.0760 -1.9265 -1.174 0.956 -1.780
H 1.6615 -3.4151 -1.1983 -0.130 1.153 -0.462
H -1.6777 -1.9626 -1.9835 0.329 0.008 -1.127
```
Forces are in eV/Å.

Mulliken atomic charge list, values in e, 5 entries:
1 O -0.57
2 C -1.63
3 C 0.17
4 C -0.07
5 C -0.46



DFT (ωB97M-V/def2-TZVPD) results for a 2-piece molecular cluster, C4H7N2O overall at a distorted geometry.

Total energy in eV: -9277.00566
ΔE to the lowest compared entry with this formula, charge and spin in eV: 5.784
Net charge: +1
Highest occupied orbital energy (alpha / beta) in eV: -12.92 / -12.92
Orbital gap (alpha / beta) in Eh: 0.2783 / 0.2783

```
14
Properties=species:S:1:pos:R:3:forces:R:3
O 0.1746 1.6102 1.4086 -1.027 1.842 1.050
N -1.4714 -0.3180 0.8049 -1.514 1.132 2.137
N -0.5868 -0.8293 0.1912 3.022 -1.285 -1.175
C 0.8639 1.3563 0.5829 1.742 -2.990 0.173
C -1.9182 0.4054 1.6139 -1.012 0.430 -0.564
C -0.8203 -1.3395 -1.1092 -0.266 -1.015 -1.411
C 1.9821 0.8922 -0.1773 -0.305 0.586 -3.519
H -1.7102 -0.9575 -1.5886 -0.283 0.440 -0.107
H 2.3901 1.8149 -0.6802 -0.465 -0.929 -0.150
H -0.9253 -2.4404 -1.1686 0.290 0.445 0.451
H 1.6887 0.0433 -0.8908 0.013 1.678 0.630
H 2.8434 0.4724 0.2763 0.407 -0.212 1.866
H 0.0479 -1.0720 -1.7003 0.106 -0.097 -0.411
H -2.5585 0.3619 2.4373 -0.710 -0.026 1.031
```
Forces are in eV/Å.

Mulliken atomic charge list, values in e, 5 entries:
1 O -0.07
2 N 0.23
3 N -0.43
4 C 0.81
5 C -0.22



> Among the records above, which one has the lowest net charge?

C12H16O